The following is a DFT calculation (ωB97M-V/def2-TZVPD) of an isolated molecule of C4H10NO2PS2 in a non-equilibrium geometry.

Last column: natural (NBO) charge in e.
Atoms and positions in Å:
C: 0.327 -1.287 0.510  0.084
C: 0.959 -1.923 -0.717  -0.731
C: -1.874 -0.061 1.346  -0.416
C: 1.787 1.222 0.056  -0.243
N: -0.956 -0.280 0.225  -0.870
O: -1.356 2.023 -0.363  -1.003
O: 0.927 0.903 -1.077  -0.837
P: -0.702 0.768 -1.037  2.011
S: 0.754 -1.599 2.013  0.063
S: -1.321 0.195 -2.789  -0.592
H: 1.238 -2.968 -0.523  0.256
H: 0.415 -1.740 -1.670  0.266
H: 1.959 -1.532 -0.712  0.244
H: -2.729 0.588 1.132  0.231
H: -2.212 -1.084 1.648  0.209
H: -1.227 0.316 2.200  0.204
H: 1.945 0.266 0.455  0.192
H: 1.254 1.930 0.686  0.194
H: 2.690 1.665 -0.429  0.206
H: -1.876 2.600 -0.954  0.532

Results
Net charge: 0
SMILES string: CO[P@@](O)(=S)N(C)C(C)=S
E_LUMO (eV): -0.28
Molecular weight (g mol⁻¹): 199.2